1.
Here is a molecular structure, C18H25N2O8S4W from OMol25. Energies are from ωB97M-V/def2-TZVPD.

The gap between HOMO and LUMO is 4.65 eV. The energy above the lowest of the compared OMol25 structures with the same formula, charge and spin comes out at 17.1 kcal per mole. The value obtained for the HOMO energy is -10.003 eV. The calculation puts the energy at -83587.7770 eV. As for the total charge: +1. The calculation puts the LUMO energy at -5.4 eV.

Structure (XYZ):
```
58
Properties=species:S:1:pos:R:3:mulliken_charge:R:1
W 0.38 -0.03 0.41 0.4800
C -1.03 3.41 -0.04 -0.8925
C -1.61 2.77 1.21 -1.0458
S -1.97 1.02 0.95 0.3635
C -3.30 1.25 -0.29 0.2544
C -4.15 0.02 -0.55 -0.9358
S -3.39 -1.21 -1.62 -0.0234
C -3.29 -0.28 -3.18 -0.7041
C -1.94 -0.41 -3.87 -0.9577
S -0.50 0.23 -2.99 0.2160
C -0.65 2.02 -3.15 -0.7488
C 0.48 2.64 -2.34 -1.0566
S 0.42 2.46 -0.53 0.3566
H -0.71 4.43 0.17 0.6093
H -1.76 3.43 -0.85 0.4215
H -2.53 3.26 1.53 0.6512
H -0.90 2.81 2.04 0.3467
H -2.85 1.61 -1.21 -0.7228
H -3.90 2.04 0.14 0.4985
H -5.09 0.36 -1.00 0.5049
H -4.42 -0.49 0.38 0.4312
H -3.52 0.77 -2.98 0.3231
H -4.07 -0.65 -3.84 0.4893
H -1.98 0.05 -4.86 0.5035
H -1.70 -1.47 -4.03 0.4265
H -1.63 2.38 -2.82 0.2906
H -0.53 2.32 -4.19 0.4970
H 0.54 3.72 -2.51 0.5808
H 1.44 2.21 -2.61 0.4945
O 4.76 -5.29 2.46 -0.6907
C 4.98 -4.56 1.49 0.4411
O 5.90 -4.46 0.66 -0.6819
C 3.84 -3.52 1.25 0.1823
C 2.72 -3.48 2.07 -1.1308
C 1.74 -2.54 1.85 0.1519
N 1.83 -1.63 0.87 0.1354
C 2.93 -1.65 0.09 0.6754
C 3.94 -2.57 0.23 -0.9275
C 2.98 -0.56 -0.90 0.2487
O 3.77 -0.32 -1.74 -0.5096
O 1.88 0.30 -0.68 -0.2041
H 2.66 -4.21 2.86 0.5303
H 0.85 -2.50 2.47 0.4815
H 4.81 -2.57 -0.41 0.6330
C -0.62 -0.28 3.93 -0.4663
O 0.50 0.52 3.48 -0.4175
C 0.83 0.69 2.23 1.1569
C 2.08 1.55 2.20 -1.4198
H -1.13 0.32 4.68 0.3307
H -0.22 -1.18 4.39 0.3084
H -1.30 -0.53 3.12 0.1359
H 2.82 1.07 2.84 0.3598
H 1.83 2.52 2.64 0.3955
H 2.50 1.71 1.21 0.4592
O -1.37 -3.37 0.12 -0.5205
N -0.87 -2.31 0.13 0.7131
O -0.32 -1.73 -0.84 -0.4824
O -0.82 -1.55 1.21 -0.5395
```

=====

2.
Here is a single CH9P5 molecule in a non-equilibrium geometry from OMol25. Energies are from ωB97M-V/def2-TZVPD.

The gap between HOMO and LUMO is 8.83 eV. The energy above the lowest of the compared OMol25 structures with the same formula, charge and spin comes out at 27.2 kcal per mole. The value obtained for the HOMO energy is -8.350 eV. The calculation puts the energy at -47623.0756 eV. As for the total charge: 0. The calculation puts the LUMO energy at 0.5 eV.

Structure (XYZ):
```
15
Properties=species:S:1:pos:R:3:mulliken_charge:R:1
P -2.08 -0.02 0.22 -0.1309
C -0.28 0.04 -0.41 -0.2108
P -0.48 0.33 -2.24 -0.0122
P 0.32 1.58 0.46 -0.1275
P 0.67 -1.53 0.04 0.0339
P 1.71 -0.68 1.66 -0.2166
H -2.48 -1.44 -0.32 0.1041
H -1.84 -0.69 1.61 0.0700
H -1.32 1.50 -2.04 0.0854
H 0.77 0.73 -2.41 0.0115
H -0.92 2.34 0.25 0.1098
H 1.04 2.21 -0.62 0.0555
H 1.86 -1.31 -0.96 0.0478
H 0.67 -1.10 2.72 0.0762
H 2.36 -1.98 2.05 0.1038
```

=====

3.
Here is 2 unconnected molecules or ions with the total composition C16H17FN2O3 in a non-equilibrium geometry from OMol25. Energies are from ωB97M-V/def2-TZVPD.

The gap between HOMO and LUMO is 9.19 eV. The energy above the lowest of the compared OMol25 structures with the same formula, charge and spin comes out at 162.8 kcal per mole. The value obtained for the HOMO energy is -8.800 eV. The calculation puts the energy at -28700.9242 eV. As for the total charge: 0. The calculation puts the LUMO energy at 0.4 eV.

Structure (XYZ):
```
39
Properties=species:S:1:pos:R:3:mulliken_charge:R:1
C 6.78 -1.49 0.77 -0.9935
C 5.69 -0.33 0.45 -0.4632
C 4.20 -0.93 0.70 0.4312
F 4.09 -2.11 -0.13 -0.3499
C 4.13 -1.29 2.29 0.1500
N 3.65 -1.73 3.32 -0.5165
C 3.04 0.10 0.29 0.3080
C 3.26 1.43 1.19 0.1346
N 3.41 2.28 2.06 -0.5163
C 1.54 -0.40 0.57 0.3542
C 0.38 0.65 0.35 -0.4335
C -1.11 0.28 0.62 -0.4382
C -1.48 -1.15 1.13 -0.3818
C -0.36 -2.24 1.35 -0.5853
C 1.11 -1.82 1.06 -0.2256
H 6.28 -2.49 1.06 0.3036
H 7.39 -1.71 -0.18 0.2908
H 7.49 -1.23 1.63 0.2794
H 5.82 0.48 1.28 0.3233
H 5.81 0.14 -0.60 0.3872
H 3.11 0.39 -0.82 0.5391
H 0.63 1.72 -0.01 0.2503
H -1.96 1.06 0.48 0.3849
H -2.57 -1.45 1.38 0.2860
H -0.61 -3.30 1.74 0.2949
H 1.97 -2.59 1.23 0.2126
C -6.92 1.45 -2.69 -1.4433
C -5.66 0.93 -2.04 0.5300
C -5.48 1.38 -0.62 -0.5530
O -4.06 1.39 -0.48 -0.3135
C -3.54 1.59 -1.72 0.6425
O -2.39 1.85 -1.94 -0.5074
O -4.50 1.47 -2.68 -0.3424
H -7.80 1.26 -2.06 0.3620
H -6.85 2.53 -2.89 0.3603
H -7.08 0.97 -3.65 0.3552
H -5.61 -0.16 -2.12 0.2468
H -5.93 0.69 0.09 0.3331
H -5.85 2.39 -0.43 0.3038
```

=====

4.
Here is a molecular structure, C35H58DyOP2 in a non-equilibrium geometry from OMol25. Energies are from ωB97M-V/def2-TZVPD.

The gap between HOMO and LUMO (alpha / beta) is 5.79 / 7.27 eV. The value obtained for the HOMO energy (alpha / beta) is -9.874 / -9.885 eV. The calculation puts the energy at -81938.4091 eV. As for the total charge: +1. As for the spin multiplicity: 6. As for the expectation value of S²: 8.95. The calculation puts the LUMO energy (alpha / beta) at -4.1 / -2.6 eV.

Structure (XYZ):
```
97
Properties=species:S:1:pos:R:3:mulliken_charge:R:1
Dy -0.21 0.60 0.47 -0.2541
C -0.91 -1.90 1.07 0.2417
C 0.39 -2.19 0.58 0.6181
C 0.63 -0.71 2.33 0.6270
C -0.78 -1.02 2.18 0.7446
C 1.33 -1.43 1.32 0.4235
C -2.18 -2.47 0.56 -1.6075
H -2.08 -2.84 -0.46 0.3294
H -2.99 -1.73 0.57 0.3220
H -2.52 -3.31 1.19 0.3173
C -1.95 -0.32 2.76 -0.7334
H -2.89 -0.57 2.25 0.2418
H -1.83 0.78 2.65 0.1353
H -2.10 -0.54 3.82 0.3793
C 1.27 0.37 3.13 -0.5789
H 1.42 0.10 4.18 0.3714
H 0.65 1.28 3.10 0.0553
H 2.25 0.65 2.73 0.1941
C 2.80 -1.42 1.13 -1.6283
H 3.29 -2.08 1.86 0.3338
H 3.22 -0.42 1.25 0.2936
H 3.07 -1.78 0.13 0.3252
C 0.72 -3.21 -0.44 -1.7171
H 0.96 -4.17 0.04 0.3027
H 1.60 -2.91 -1.02 0.3182
H -0.12 -3.38 -1.11 0.3185
C -1.79 1.49 -6.79 -0.2321
C -1.87 0.15 -6.78 -0.7056
C -1.06 -0.80 -7.59 -0.5476
C 0.29 -0.27 -8.13 -1.0086
C 1.23 0.20 -7.05 -0.1521
C 1.31 1.41 -6.48 -0.5621
C 0.50 2.62 -6.83 -0.4769
C -0.84 2.36 -7.56 -1.0326
H -1.65 -1.15 -8.46 0.3473
H 0.13 0.46 -8.93 0.3374
H -0.85 -1.70 -6.99 0.2787
H -0.65 2.02 -8.59 0.3670
H -2.52 2.08 -6.22 0.3819
H -2.69 -0.32 -6.22 0.7341
H -1.33 3.34 -7.65 0.4071
H 0.28 3.19 -5.91 0.2468
H 2.12 1.60 -5.76 0.4992
H 1.10 3.30 -7.47 0.4035
H 0.79 -1.13 -8.60 0.4072
H 1.96 -0.57 -6.77 0.3652
P -1.36 0.29 -2.08 1.0815
C -2.93 1.24 -2.09 -1.2079
C -1.54 -1.08 -3.27 -0.8263
P 1.53 0.88 -1.75 1.1396
C 0.03 1.38 -2.81 -0.7024
C 2.48 -0.26 -2.81 -1.1825
C 2.58 2.35 -1.48 -0.9496
H -2.90 2.02 -1.30 0.3144
H -3.74 0.54 -1.83 0.4054
H -3.13 1.70 -3.06 0.3602
H -1.66 -0.76 -4.32 -0.1270
H -2.42 -1.67 -2.98 0.4942
H -0.66 -1.74 -3.20 0.2919
H 2.85 2.84 -2.43 0.4442
H 3.50 2.02 -0.97 0.4158
H 2.09 3.09 -0.82 -0.1024
H -0.21 2.45 -2.72 0.4794
H 0.19 1.18 -3.89 -0.1853
H 3.45 -0.46 -2.33 0.4625
H 2.68 0.13 -3.82 0.2967
H 1.95 -1.22 -2.91 0.2478
C -1.14 5.95 -0.42 -1.9096
C -0.50 4.78 0.33 2.2705
C 1.02 5.01 0.38 -1.5793
C -1.04 4.59 1.76 0.7820
C -1.51 5.71 2.46 -0.5487
C -1.82 5.63 3.82 -1.6540
C -1.68 4.42 4.49 -0.7295
C -1.24 3.27 3.84 1.7516
C -1.07 2.05 4.77 1.7611
C -0.02 2.31 5.85 -1.6295
C -2.38 1.69 5.47 -1.5636
C -0.97 3.34 2.43 -0.6586
O -0.66 2.26 1.73 -0.1829
H -0.85 6.90 0.04 0.3983
H -2.23 5.87 -0.42 0.4196
H -0.80 5.99 -1.47 0.4477
H -0.69 3.87 -0.27 -0.8102
H 1.23 5.92 0.96 0.3619
H 1.54 4.18 0.88 0.2879
H 1.45 5.15 -0.63 0.4117
H -1.61 6.67 1.94 0.2398
H -2.16 6.52 4.38 0.3441
H -1.88 4.34 5.56 0.2884
H -0.75 1.17 4.21 -1.2844
H -0.31 3.22 6.40 0.3883
H 0.03 1.48 6.57 0.4300
H 0.98 2.46 5.43 0.2959
H -3.17 1.41 4.75 0.3013
H -2.25 0.86 6.18 0.4357
H -2.73 2.57 6.03 0.3528
```

=====

5.
Here is a single C17H17FN2O5S molecule from OMol25. Energies are from ωB97M-V/def2-TZVPD.

The gap between HOMO and LUMO is 9.68 eV. The energy above the lowest of the compared OMol25 structures with the same formula, charge and spin comes out at 0.0 kcal per mole. The value obtained for the HOMO energy is -9.211 eV. The calculation puts the energy at -44675.8170 eV. As for the total charge: 0. The calculation puts the LUMO energy at 0.5 eV.

Structure (XYZ):
```
43
Properties=species:S:1:pos:R:3:mulliken_charge:R:1
O 0.07 2.17 0.74 -0.6732
C -1.04 1.71 0.88 0.4842
C -2.28 2.31 0.22 -0.6658
N -3.50 1.62 0.57 -0.4033
S -4.29 0.80 -0.68 1.3358
O -5.63 0.61 -0.22 -0.7128
O -4.07 1.47 -1.93 -0.6699
C -3.40 -0.74 -0.66 0.1099
C -2.55 -1.06 -1.69 -0.2082
C -1.84 -2.26 -1.64 -0.5645
C -2.00 -3.10 -0.55 -0.4855
C -2.86 -2.76 0.49 -0.5043
C -3.57 -1.57 0.43 -0.6345
N -1.29 0.64 1.67 -0.0409
C -0.19 -0.13 2.19 -0.7373
C 0.66 -0.67 1.03 0.5750
O 0.22 -0.90 -0.07 -0.4338
O 1.91 -0.85 1.41 -0.3403
C 2.85 -1.26 0.42 -0.5132
C 3.65 -0.11 -0.12 0.2324
C 3.14 1.18 -0.21 -0.0538
C 3.92 2.21 -0.73 -0.8052
C 5.20 1.96 -1.17 -0.3589
C 5.73 0.68 -1.10 -0.6626
C 4.95 -0.33 -0.57 0.3647
F 5.46 -1.58 -0.50 -0.3360
H -2.31 3.37 0.47 0.4660
H -2.14 2.24 -0.87 0.3084
H -4.16 2.16 1.11 0.2800
H -2.45 -0.38 -2.52 0.5012
H -1.17 -2.52 -2.44 0.4318
H -1.44 -4.02 -0.50 0.4100
H -2.98 -3.42 1.33 0.4400
H -4.26 -1.29 1.21 0.4648
H -2.21 0.22 1.60 0.2781
H -0.57 -0.97 2.77 0.4388
H 0.45 0.50 2.81 0.2977
H 2.31 -1.76 -0.40 0.2699
H 3.51 -1.99 0.91 0.3736
H 2.14 1.40 0.12 0.4712
H 3.50 3.20 -0.79 0.4542
H 5.80 2.76 -1.58 0.3712
H 6.73 0.46 -1.43 0.4453
```

=====

6.
Here is a molecular structure, C32H36AsBrF2N2O9Sn from OMol25. Energies are from ωB97M-V/def2-TZVPD.

The gap between HOMO and LUMO is 5.36 eV. The value obtained for the HOMO energy is -1.569 eV. The calculation puts the energy at -197325.0400 eV. As for the total charge: -2. The calculation puts the LUMO energy at 3.8 eV.

Structure (XYZ):
```
84
Properties=species:S:1:pos:R:3:mulliken_charge:R:1
Sn 0.11 0.56 0.27 2.1018
O 3.36 3.76 0.32 -0.8289
C 2.76 2.74 -0.05 -0.3216
O 1.51 2.47 0.13 -0.7038
C 3.53 1.72 -0.90 0.4131
C 2.70 1.26 -2.11 -0.1130
C 3.62 0.68 -3.19 -1.1603
C 4.07 -0.65 -2.52 -0.8216
C 3.26 -0.62 -1.21 1.0118
O 2.05 0.06 -1.62 -0.1727
C 3.89 0.35 -0.21 0.2755
C 3.35 0.12 1.23 -0.4123
O 4.12 0.34 2.17 -0.8230
O 2.15 -0.33 1.30 -0.6775
H 4.44 2.23 -1.22 0.4752
H 1.96 1.97 -2.45 0.4663
H 3.05 0.49 -4.10 0.3119
H 4.45 1.35 -3.43 0.3904
H 3.82 -1.52 -3.13 0.3199
H 5.15 -0.68 -2.31 0.4095
H 3.01 -1.59 -0.79 -1.2650
H 4.96 0.23 -0.13 0.3936
C -3.92 -0.07 -0.54 -0.9061
O -3.03 -0.33 0.52 0.2033
C -3.32 -1.51 1.22 -0.5945
C -2.44 -1.51 2.44 -0.4271
O -1.12 -1.88 2.07 0.0701
C -0.17 -1.55 3.07 -0.6633
H -4.95 0.01 -0.17 0.4029
H -3.88 -0.84 -1.31 0.2461
H -3.63 0.89 -0.97 0.1262
H -3.12 -2.39 0.60 0.1905
H -4.37 -1.52 1.54 0.4623
H -2.83 -2.21 3.19 0.3583
H -2.43 -0.50 2.85 0.1257
H -0.37 -2.13 3.99 0.3611
H -0.21 -0.48 3.31 0.2147
H 0.82 -1.77 2.68 -0.0087
F -1.71 -4.20 -2.52 -0.4308
C -1.52 -2.86 -2.60 0.0080
C -0.97 -2.16 -1.55 -1.2249
C -0.79 -0.78 -1.63 0.2682
C -1.23 -0.11 -2.79 0.5674
C -1.72 -0.87 -3.84 0.7120
F -2.11 -0.29 -5.02 -0.4040
C -1.89 -2.24 -3.79 -1.0705
C -1.25 1.40 -2.79 -0.1848
C -1.77 2.16 -3.84 -0.9875
C -1.85 3.54 -3.72 -0.4211
C -1.41 4.16 -2.57 -0.9554
C -0.90 3.36 -1.56 -0.6255
N -0.82 2.03 -1.67 0.7287
H -0.69 -2.69 -0.64 1.0309
H -2.29 -2.80 -4.62 0.4506
H -2.13 1.68 -4.74 0.6012
H -2.26 4.12 -4.54 0.4072
H -1.47 5.24 -2.44 0.3857
H -0.52 3.78 -0.64 0.3752
C 3.36 -4.35 1.02 -1.3575
As 1.60 -3.65 0.47 1.2186
C 0.60 -5.30 0.91 -1.3961
C 1.83 -4.03 -1.46 -1.1264
H 3.50 -5.38 0.67 0.3427
H 3.45 -4.32 2.10 0.4020
H 4.15 -3.72 0.59 0.3515
H 0.99 -6.15 0.36 0.3950
H -0.45 -5.15 0.65 0.2909
H 0.67 -5.49 1.98 0.4074
H 1.05 -4.72 -1.80 0.4373
H 2.81 -4.47 -1.65 0.4394
H 1.73 -3.10 -2.02 0.0921
Br -4.19 5.85 6.26 -0.2620
C -2.87 4.77 5.40 0.1350
C -1.70 4.47 6.07 -0.1974
N -0.74 3.73 5.52 -0.6275
C -0.95 3.25 4.29 -0.4109
C -2.10 3.51 3.55 0.1631
C -3.08 4.29 4.12 -0.4691
C -2.30 2.93 2.14 -0.0952
O -3.22 3.44 1.47 -0.8140
O -1.52 1.99 1.84 -0.3363
H -1.53 4.84 7.08 0.3544
H -0.16 2.64 3.85 0.8425
H -3.97 4.52 3.54 0.5593
```

=====

7.
Here is a single C5H6O molecule in a non-equilibrium geometry from OMol25. Energies are from ωB97M-V/def2-TZVPD.

The gap between HOMO and LUMO is 8.88 eV. The energy above the lowest of the compared OMol25 structures with the same formula, charge and spin comes out at 68.8 kcal per mole. The value obtained for the HOMO energy is -7.941 eV. The calculation puts the energy at -7326.3008 eV. As for the total charge: 0. The calculation puts the LUMO energy at 0.9 eV.

Structure (XYZ):
```
12
Properties=species:S:1:pos:R:3:mulliken_charge:R:1
C -0.77 -0.08 0.79 -0.2179
C -0.63 1.10 0.15 -0.3391
C 0.30 0.99 -1.01 -0.4241
O 1.02 -0.34 -1.17 -0.3706
C 0.89 -1.29 -0.19 -0.1906
C 0.05 -1.25 0.83 -0.3260
H -1.61 -0.32 1.51 0.2364
H -1.33 1.96 0.36 0.3051
H -0.35 1.42 -1.86 0.2558
H 0.89 1.78 -0.94 0.3634
H 1.43 -2.17 -0.26 0.4083
H 0.12 -1.81 1.79 0.2993
```

=====

8.
Here is a molecular structure, C4H6N2S2 in a non-equilibrium geometry from OMol25. Energies are from ωB97M-V/def2-TZVPD.

The gap between HOMO and LUMO is 7.27 eV. The energy above the lowest of the compared OMol25 structures with the same formula, charge and spin comes out at 100.6 kcal per mole. The value obtained for the HOMO energy is -6.956 eV. The calculation puts the energy at -28891.8487 eV. As for the total charge: 0. The calculation puts the LUMO energy at 0.3 eV.

Structure (XYZ):
```
14
Properties=species:S:1:pos:R:3:mulliken_charge:R:1
C 2.20 0.85 -0.65 0.6497
C -2.44 -1.18 1.07 0.7419
C 2.72 2.00 -1.13 -0.9183
C -3.71 -1.36 0.89 -0.9362
N 2.25 -0.47 -1.01 -0.3290
N -1.26 -1.05 1.40 -0.5962
S 0.88 0.96 0.44 -0.1644
S 0.80 -0.98 -0.20 0.0454
H 2.53 2.94 -0.65 0.1925
H 3.37 2.12 -2.01 0.2402
H -4.32 -2.07 1.37 0.3014
H -4.17 -0.56 0.32 0.2142
H 2.36 -0.96 -1.88 0.2955
H -1.21 -0.24 2.03 0.2633
```